Formula: C5H12N2
Source: OMol25
Level of theory: ωB97M-V/def2-TZVPD

Last columns: bonded neighbours and bond lengths (Å).
Positions of all 19 atoms, in Å:
1 C 0.697 0.183 -1.428  C2 1.509, H8 1.094, H9 1.090, H10 1.095
2 C 0.657 0.007 0.070  C1 1.509, C3 1.510, C4 1.464, C6 1.839
3 C 2.019 -0.160 0.698  C2 1.510, H11 1.090, H12 1.096, H13 1.092
4 C -0.458 -0.636 0.767  C2 1.464, N5 1.603, C6 1.468, H14 1.085
5 N -1.671 -1.529 0.220  C4 1.603, H15 1.015, H16 1.017
6 C -0.855 0.778 0.780  C2 1.839, C4 1.468, N7 1.380, H17 1.085
7 N -1.695 1.428 -0.101  C6 1.380, H18 1.010, H19 1.010
8 H 0.826 1.237 -1.689  C1 1.094
9 H 1.528 -0.364 -1.875  C1 1.090
10 H -0.207 -0.156 -1.946  C1 1.095
11 H 1.951 -0.231 1.784  C3 1.090
12 H 2.501 -1.078 0.343  C3 1.096
13 H 2.685 0.666 0.440  C3 1.092
14 H -0.244 -1.037 1.752  C4 1.085
15 H -1.943 -1.304 -0.733  N5 1.015
16 H -1.415 -2.513 0.234  N5 1.017
17 H -0.843 1.254 1.755  C6 1.085
18 H -1.757 2.434 -0.050  N7 1.010
19 H -1.777 1.020 -1.022  N7 1.010

Its net charge is 0. As for the structure (SMILES): CC1(C)[C@H](N)[C@@H]1N. The energy above the lowest of the compared OMol25 structures with the same formula, charge and spin is 248.9 kJ/mol. The spin multiplicity is 1. For the HOMO-LUMO gap, the calculation gives 8.16 eV.

Results of the Mulliken charge analysis, in e, for atoms 1 through 8: C -1.60; C 1.17; C -1.44; C -0.35; N -0.65; C -0.28; N -0.45; H 0.26

---

Formula: C5H12N2
Source: OMol25
Level of theory: ωB97M-V/def2-TZVPD

Last columns: bonded neighbours and bond lengths (Å).
Positions of all 19 atoms, in Å:
1 C 0.923 -0.441 -2.345  C2 1.539, N7 1.473, H8 1.090, H9 1.084
2 C 1.268 0.574 -1.242  C1 1.539, C3 1.520, H10 1.093, H11 1.094
3 C -0.045 0.698 -0.484  C2 1.520, C4 1.363, H12 1.088
4 C -0.171 0.452 0.851  C3 1.363, N5 1.340, H13 1.080
5 N -1.312 0.531 1.548  C4 1.340, C6 1.469, H14 1.020
6 C -1.416 0.315 2.997  N5 1.469, H15 1.099, H16 1.090, H17 1.087
7 N 0.467 -1.760 -1.874  C1 1.473, H18 1.008, H19 1.003
8 H 0.138 -0.007 -2.964  C1 1.090
9 H 1.777 -0.684 -2.967  C1 1.084
10 H 2.048 0.299 -0.528  C2 1.093
11 H 1.501 1.578 -1.609  C2 1.094
12 H -0.897 1.067 -1.051  C3 1.088
13 H 0.652 0.119 1.466  C4 1.080
14 H -2.195 0.849 1.146  N5 1.020
15 H -0.549 -0.250 3.369  C6 1.099
16 H -1.215 1.274 3.475  C6 1.090
17 H -2.267 -0.347 3.136  C6 1.087
18 H 0.216 -1.727 -0.899  N7 1.008
19 H 1.076 -2.543 -2.027  N7 1.003

Its net charge is +1. The energy above the lowest of the compared OMol25 structures with the same formula, charge and spin is 123.9 kJ/mol. The spin multiplicity is 2. For the HOMO-LUMO gap (spin up / spin down), the calculation gives 9.65 / 5.97 eV. Its expectation value of S² is 0.77.

Results of the Mulliken charge analysis, in e, for atoms 1 through 8: C -0.50; C -0.41; C -0.65; C 0.40; N -0.13; C -0.81; N -0.46; H 0.28

---

Formula: C5H12N2
Source: OMol25
Level of theory: ωB97M-V/def2-TZVPD

Last columns: bonded neighbours and bond lengths (Å).
Positions of all 19 atoms, in Å:
1 C -0.797 -0.679 1.010  C2 1.570, N7 1.522, H8 1.133, H9 1.127
2 C -0.036 -1.000 -0.326  C1 1.570, C3 1.449, H10 1.132, H11 1.187
3 C 0.649 0.237 -0.646  C2 1.449, C4 1.378, C6 1.512
4 C 0.140 1.252 -1.425  C3 1.378, N5 1.398, H12 1.157
5 N -0.847 2.158 -1.025  C4 1.398, H13 1.007, H14 0.954
6 C 2.018 0.574 -0.101  C3 1.512, H15 1.126, H16 1.215, H17 1.200
7 N -1.673 -1.892 1.285  C1 1.522, H18 1.043, H19 1.076
8 H -1.364 0.301 1.047  C1 1.133
9 H -0.144 -0.476 1.906  C1 1.127
10 H -0.841 -1.326 -1.051  C2 1.132
11 H 0.856 -1.766 -0.162  C2 1.187
12 H 0.794 1.448 -2.359  C4 1.157
13 H -1.548 2.261 -1.739  N5 1.007
14 H -1.206 2.126 -0.141  N5 0.954
15 H 2.559 1.101 -0.935  C6 1.126
16 H 1.949 0.637 1.111  C6 1.215
17 H 2.477 -0.530 -0.213  C6 1.200
18 H -1.947 -1.692 2.272  N7 1.043
19 H -1.037 -2.735 1.493  N7 1.076

Its net charge is +1. The energy above the lowest of the compared OMol25 structures with the same formula, charge and spin is 381.6 kJ/mol. The spin multiplicity is 2. For the HOMO-LUMO gap (spin up / spin down), the calculation gives 7.69 / 7.73 eV. Its expectation value of S² is 0.75.

Results of the Mulliken charge analysis, in e, for atoms 1 through 8: C -0.46; C -0.12; C 0.04; C -0.20; N -0.30; C -0.86; N -0.66; H 0.13

---

Formula: C5H12N2O
Source: OMol25
Level of theory: ωB97M-V/def2-TZVPD

Last columns: bonded neighbours and bond lengths (Å).
Positions of all 20 atoms, in Å:
1 O -1.751 -1.265 2.213  C2 1.196
2 C -0.726 -1.879 2.151  O1 1.196, C3 1.661, H9 1.023
3 C 0.294 -0.905 1.273  C2 1.661, C4 1.663, N8 1.419, H10 1.142
4 C -0.576 -0.885 -0.144  C3 1.663, C5 1.559, H11 1.199, H12 1.111
5 C 0.121 -0.081 -1.284  C4 1.559, C6 1.534, H13 1.170, H14 1.084
6 C 0.245 1.413 -0.960  C5 1.534, N7 1.471, H15 0.998, H16 1.096
7 N 0.532 2.095 -2.231  C6 1.471, H17 1.018, H18 1.076
8 N 0.543 0.128 2.213  C3 1.419, H19 1.054, H20 1.022
9 H -0.582 -2.885 2.270  C2 1.023
10 H 1.280 -1.311 0.864  C3 1.142
11 H -1.707 -0.486 -0.158  C4 1.199
12 H -0.629 -1.927 -0.525  C4 1.111
13 H -0.503 -0.261 -2.257  C5 1.170
14 H 1.071 -0.564 -1.481  C5 1.084
15 H 0.818 1.557 -0.155  C6 0.998
16 H -0.625 1.916 -0.523  C6 1.096
17 H -0.219 1.902 -2.891  N7 1.018
18 H 1.496 1.856 -2.646  N7 1.076
19 H 1.190 0.875 1.846  N8 1.054
20 H -0.272 0.707 2.427  N8 1.022

Its net charge is -1. The energy above the lowest of the compared OMol25 structures with the same formula, charge and spin is 305.3 kJ/mol. The spin multiplicity is 2. For the HOMO-LUMO gap (spin up / spin down), the calculation gives 2.87 / 6.52 eV. Its expectation value of S² is 0.75.

Results of the Mulliken charge analysis, in e, for atoms 1 through 8: O -0.46; C -0.84; C -0.07; C -0.66; C -0.39; C -0.62; N -0.63; N -0.84

---

Q: Number 1 is which compound?
A: C5H12N2

---

Q: Among the records above, which one has the lowest net charge?
A: C5H12N2O

---

Repeat the fourth record exactly.
Formula: C5H12N2O
Source: OMol25
Level of theory: ωB97M-V/def2-TZVPD

Last columns: bonded neighbours and bond lengths (Å).
Positions of all 20 atoms, in Å:
1 O -1.751 -1.265 2.213  C2 1.196
2 C -0.726 -1.879 2.151  O1 1.196, C3 1.661, H9 1.023
3 C 0.294 -0.905 1.273  C2 1.661, C4 1.663, N8 1.419, H10 1.142
4 C -0.576 -0.885 -0.144  C3 1.663, C5 1.559, H11 1.199, H12 1.111
5 C 0.121 -0.081 -1.284  C4 1.559, C6 1.534, H13 1.170, H14 1.084
6 C 0.245 1.413 -0.960  C5 1.534, N7 1.471, H15 0.998, H16 1.096
7 N 0.532 2.095 -2.231  C6 1.471, H17 1.018, H18 1.076
8 N 0.543 0.128 2.213  C3 1.419, H19 1.054, H20 1.022
9 H -0.582 -2.885 2.270  C2 1.023
10 H 1.280 -1.311 0.864  C3 1.142
11 H -1.707 -0.486 -0.158  C4 1.199
12 H -0.629 -1.927 -0.525  C4 1.111
13 H -0.503 -0.261 -2.257  C5 1.170
14 H 1.071 -0.564 -1.481  C5 1.084
15 H 0.818 1.557 -0.155  C6 0.998
16 H -0.625 1.916 -0.523  C6 1.096
17 H -0.219 1.902 -2.891  N7 1.018
18 H 1.496 1.856 -2.646  N7 1.076
19 H 1.190 0.875 1.846  N8 1.054
20 H -0.272 0.707 2.427  N8 1.022

Its net charge is -1. The energy above the lowest of the compared OMol25 structures with the same formula, charge and spin is 305.3 kJ/mol. The spin multiplicity is 2. For the HOMO-LUMO gap (spin up / spin down), the calculation gives 2.87 / 6.52 eV. Its expectation value of S² is 0.75.

Results of the Mulliken charge analysis, in e, for atoms 1 through 8: O -0.46; C -0.84; C -0.07; C -0.66; C -0.39; C -0.62; N -0.63; N -0.84

---

Q: Number 4 is which compound?
A: C5H12N2O